Entry 1:
{"formula": "C37H94N6O9", "method": "wB97M-V/def2-TZVPD", "species": ["H", "H", "O", "C", "H", "H", "H", "H", "C", "H", "C", "H", "H", "C", "H", "C", "H", "C", "H", "C", "H", "H", "H", "H", "H", "C", "O", "H", "H", "C", "H", "H", "O", "C", "C", "O", "H", "H", "H", "H", "H", "H", "H", "H", "H", "H", "H", "H", "H", "H", "N", "C", "H", "H", "C", "H", "H", "H", "C", "H", "H", "H", "C", "H", "H", "H", "H", "H", "H", "C", "H", "H", "H", "H", "C", "C", "C", "H", "C", "O", "N", "H", "C", "C", "H", "O", "H", "H", "H", "C", "H", "C", "H", "C", "N", "C", "H", "H", "H", "H", "H", "H", "H", "H", "N", "H", "H", "H", "H", "H", "C", "H", "C", "N", "H", "C", "H", "H", "H", "C", "H", "H", "C", "H", "C", "N", "H", "H", "H", "C", "C", "H", "H", "H", "C", "H", "C", "C", "H", "H", "O", "H", "O", "O", "H", "H"], "coordinates": [[0.22006, -4.39493, 3.20340], [2.16874, 4.68985, -4.90896], [1.63358, -5.54722, 4.15176], [7.98187, -7.33216, -2.20965], [7.17542, -7.54081, -2.91265], [-0.11742, -1.16412, -3.23969], [-6.48266, 3.59925, 4.10664], [5.65226, 4.57632, 4.87489], [1.14947, 4.76943, -4.53100], [7.33874, -4.44603, -0.62382], [3.68106, 1.67495, 3.33538], [-4.19739, 2.78518, 2.69511], [-6.75027, -0.05906, -8.29334], [-5.03598, 2.48450, 2.06704], [2.16843, 5.52059, -1.94918], [-7.55187, 4.04687, 2.19703], [-1.29767, -3.08413, -3.63457], [6.07786, 2.49634, 4.06367], [0.05648, 6.15738, -3.23554], [-4.94059, 0.80248, -6.33922], [-5.15183, 1.86419, -6.21172], [-8.87384, 5.82623, 2.21036], [-6.87944, 1.40175, 2.14130], [3.34949, -8.80091, 5.22064], [-3.28196, 3.36095, 0.41269], [-8.23379, 2.42830, -6.91591], [4.81200, 3.62962, 2.33964], [5.13836, -6.56467, 5.61451], [-9.50835, 3.26355, 1.88966], [-5.89782, 2.84493, -0.32373], [-4.16416, 0.42765, -5.67232], [-8.23774, 2.52330, 0.80808], [0.15967, -5.77481, -5.91728], [-5.32586, 3.53536, 1.01968], [1.37918, -6.35093, -6.36622], [1.97809, 7.58271, -2.01358], [-6.07375, -5.90222, 0.05265], [3.53238, 0.67771, 1.35094], [8.85979, -7.75359, -2.69928], [2.06473, 0.71018, 2.29126], [-0.24468, -2.09688, -1.74107], [0.84290, -7.12760, 5.17533], [1.38558, -7.42835, -6.20121], [6.95405, 0.35220, 4.19077], [7.39000, 3.84598, 2.94960], [-4.87775, -4.36136, -1.04546], [3.48848, 7.19978, -0.63235], [-4.55540, 0.63459, -7.34497], [-8.46534, 3.41883, -7.30750], [6.76876, 3.60911, 5.81333], [-6.13586, -1.32385, -5.90473], [1.74623, -6.83583, 4.63965], [8.28853, 2.69162, 3.88926], [0.91815, 3.82035, -4.04742], [2.13662, 6.34352, -2.66324], [-7.83790, 2.39164, -5.90101], [4.64131, -4.58537, -0.20402], [-3.37134, 4.76747, 1.35359], [7.37234, 2.81832, 3.31250], [-8.95781, 4.07645, 0.48552], [4.52731, -6.35523, -0.37748], [4.71278, -0.17851, 3.21834], [2.68974, 2.48005, 4.30719], [-4.61431, -3.86797, 0.60809], [-5.97661, 1.15352, 3.60986], [-8.91273, 4.88033, 3.72633], [-7.61746, 5.89149, 3.38519], [4.55592, -6.83258, 3.92594], [-5.11427, 2.56188, -1.02659], [-7.04767, 3.06765, 3.34097], [5.31960, -0.61496, 5.54730], [1.85611, -7.59633, 3.86657], [3.09286, 3.25095, 4.96393], [5.09269, 3.34796, 5.93294], [-0.81349, -1.55988, -2.50014], [-6.22255, 1.89980, 2.85442], [6.32104, 1.06510, 4.71914], [-1.21174, -0.67519, -2.00334], [-8.29442, 5.19775, 2.88666], [-6.63916, 5.53442, 0.59038], [-6.30625, 4.55085, 1.55173], [9.58974, -4.68863, -1.25503], [1.04641, 6.09191, -3.68705], [4.29181, -6.50269, 4.93068], [-7.92361, 2.62660, 3.81669], [-6.43298, -5.01525, 0.12895], [-8.08870, -0.18538, -7.20123], [4.05722, 8.00164, -2.08035], [-6.83641, -1.61012, -5.23587], [6.99135, -5.42797, -0.94508], [5.11281, 3.39023, 1.45998], [4.08336, 0.29172, 3.97386], [6.89157, 1.15930, 5.64312], [3.22042, 7.94181, -1.38443], [1.13903, 7.18767, -4.60750], [-8.61306, 3.42628, 1.28959], [0.52652, 4.88507, -5.41795], [3.06404, 6.25356, -3.22883], [0.63558, -5.91807, 2.42381], [8.02981, -5.26253, -2.79982], [-6.55332, 6.32923, 1.12190], [0.21825, 7.20300, -5.02228], [-4.70452, 1.56149, 1.59135], [6.90608, -6.00606, -0.02496], [9.40096, -5.66731, -1.41827], [1.97591, 3.01516, 3.68092], [2.84179, -6.12833, 6.35012], [-5.25289, -1.39918, -5.42019], [3.19478, -0.33210, 4.07064], [4.27543, -5.43832, 4.69631], [2.96066, 1.28376, 2.05375], [2.19807, -5.96208, -5.76097], [5.87012, 3.55852, 5.19852], [3.22453, -8.28454, 6.07962], [10.01288, -5.87901, -2.19341], [-6.25788, 0.11416, -6.13670], [7.41927, 2.11847, 2.47817], [2.11496, 1.93512, 5.05604], [1.23459, 8.03364, -4.06409], [4.63611, -5.41256, -0.91381], [-6.35133, 1.88931, -0.06060], [3.07252, 8.88163, -0.85248], [0.49195, -5.43389, 3.38975], [2.78031, 2.26328, 1.61093], [5.01935, 0.37609, 5.20705], [4.99459, 2.44321, 3.03700], [2.38614, -8.65367, 6.50499], [7.65699, -7.89924, -1.33731], [4.50113, 0.92866, 5.99076], [-3.94080, 4.20586, 0.61305], [2.99888, -6.90220, 5.59876], [-9.12906, 1.82669, -6.75890], [-5.78085, -3.11439, -0.36574], [-6.69045, 0.56900, -5.24558], [8.10736, -5.87126, -1.89896], [-6.60710, 3.45774, -0.88007], [-7.14334, 0.33466, -7.35602], [-5.39128, -4.10219, -0.11960], [-3.95687, 4.88365, -0.24045], [-0.53062, -6.18328, -6.44478], [5.76863, -5.34557, -1.71938], [3.77257, -5.37527, -1.57789], [-7.37035, 1.74438, -7.74798], [-1.74529, -2.47248, -3.04539], [1.50517, -6.27618, -7.44633], [-0.37846, -5.83844, 3.90630]], "total_energy_ev": -67252.0859, "lumo_ev": 0.1, "orbital_gap_ev": 8.370, "molar_mass_da": 767.19, "de_lowest_kj_mol": 411.2}


Entry 2:
{"formula": "C37H97ClN6O15", "method": "wB97M-V/def2-TZVPD", "species": ["H", "H", "H", "O", "H", "C", "H", "H", "H", "H", "C", "C", "O", "O", "C", "H", "H", "O", "H", "O", "C", "H", "H", "C", "C", "O", "H", "N", "H", "C", "C", "H", "H", "O", "H", "H", "H", "H", "H", "N", "N", "C", "H", "H", "C", "H", "H", "H", "O", "C", "H", "H", "C", "H", "H", "H", "H", "H", "H", "H", "H", "C", "H", "H", "H", "H", "O", "C", "C", "O", "H", "O", "H", "C", "H", "H", "H", "H", "C", "H", "H", "H", "H", "H", "H", "C", "H", "H", "C", "N", "H", "C", "H", "H", "H", "H", "H", "C", "C", "H", "H", "H", "N", "C", "C", "H", "H", "C", "H", "H", "H", "H", "H", "C", "H", "H", "H", "H", "H", "O", "H", "H", "H", "C", "H", "H", "C", "Cl", "C", "C", "N", "H", "H", "H", "O", "C", "C", "O", "C", "H", "H", "C", "H", "H", "H", "C", "H", "H", "C", "H", "H", "H", "H", "H", "H", "O"], "coordinates": [[4.96543, 4.73930, 4.92659], [-3.40405, -4.77523, -7.14639], [-7.74477, -4.95978, 7.29020], [-3.85887, 5.66893, -0.94492], [-0.83060, 8.61584, 3.64734], [1.40437, 6.00991, 6.25952], [-2.33613, -5.09764, -4.17379], [-1.06739, 6.88853, 3.08780], [0.10408, 5.15205, -0.07970], [-5.41177, 6.51496, -2.07321], [-2.66003, -5.74917, -0.55265], [-6.76473, -4.12123, 5.72052], [-1.12859, 3.15796, 1.27767], [-6.66153, -1.73098, 5.97779], [-1.22322, 2.01877, 0.92058], [11.79017, -3.20241, -8.70450], [3.41885, 6.54336, 4.18455], [-2.59452, -3.53869, -5.55473], [-6.92151, -2.65626, 4.12488], [-2.07170, -6.52028, -1.50702], [0.79112, 4.94397, -0.90434], [-4.29058, -4.36169, -0.60268], [0.39821, 2.28222, -3.87297], [-0.52980, 3.39126, -2.13357], [-4.43441, 6.74083, -1.71972], [-4.80471, 3.15712, -3.44813], [1.55075, -1.53892, -3.71469], [2.62791, 6.88391, 6.13139], [-4.72933, 2.72478, 0.32341], [12.47751, -4.50906, -3.59177], [1.43512, 0.25167, -2.71893], [-1.37227, -7.75824, -0.03784], [-7.21519, 0.15113, 6.40522], [-0.33754, 1.01978, 0.95983], [1.07829, 1.92484, -1.41900], [-2.51407, -8.42848, -1.12147], [-6.62804, 3.88529, -2.89974], [-5.61624, 3.25379, -5.34516], [-7.38029, -4.82300, 5.16361], [-5.08740, 3.24489, -0.46635], [11.51867, -4.24799, -5.99538], [4.09552, 4.91185, 5.53944], [-8.37407, -2.60988, 5.23502], [-6.20974, 4.87873, -0.88945], [5.35033, 3.86782, 7.21991], [-0.63539, 4.32952, -2.72833], [-6.99899, 2.33301, -0.95907], [-3.77836, 4.98468, 0.97419], [-2.49043, 1.71062, 0.56194], [13.29200, -6.44746, -2.12989], [-4.82395, -4.81020, 9.92933], [11.50892, -4.14035, -3.22473], [14.42171, -2.22018, -8.50858], [1.75440, -0.72437, -5.93035], [-0.00323, -1.32308, -2.84241], [4.53493, 7.00892, 5.45304], [2.97934, 7.00575, 7.08689], [-1.13550, -3.86727, -3.98733], [-0.93697, -8.10514, -1.70807], [-2.04166, -5.42668, -6.27109], [-6.25278, -0.05302, 4.85071], [-5.98136, 2.43997, -1.37034], [4.89524, 2.84398, 7.15189], [0.76274, 6.39125, 7.04651], [13.55070, -3.99734, -5.43929], [-2.94813, -2.21489, -3.31508], [0.52995, 7.16257, 4.37762], [0.64137, -0.85645, -5.83243], [-6.63065, -2.86708, 11.06580], [12.49561, -5.94930, -2.88263], [-11.88596, 6.21949, -1.80053], [13.42516, -2.94517, -7.78357], [-1.44725, 3.29747, -1.57510], [-5.68753, 4.57507, -0.02949], [-1.95373, -5.15182, 0.08574], [12.78958, -7.14216, -1.35461], [-4.01216, -5.20253, -2.10733], [12.92897, -5.63768, -5.31307], [12.73736, -4.58770, -5.12736], [-7.14856, -1.90513, 10.90816], [-3.27166, -6.32514, 0.21393], [14.15034, -1.06617, -8.68519], [-4.30973, 3.41938, -1.16139], [-1.15762, 1.62116, -3.24427], [3.24003, 4.22183, 5.29264], [-4.90485, 3.79077, -4.73828], [-4.49199, 7.65456, -1.10153], [-5.70125, -4.36121, 5.63251], [-7.07004, -0.40310, 5.46425], [-2.62913, -3.66975, -1.81932], [15.20474, -2.09421, -7.82794], [-3.51394, -4.74508, -1.25110], [12.94816, -4.14814, -9.25961], [0.07119, -0.30964, -6.59495], [-3.80970, 6.99523, -2.54475], [-0.73593, 0.17035, 0.75232], [-4.81255, 6.38702, 0.81446], [-6.06763, 2.93511, -2.84996], [12.62321, -3.85605, -8.29280], [-0.26085, 5.38917, 5.16568], [2.10489, -0.12608, -1.95360], [-6.31355, 4.40569, 0.81898], [-7.00294, -4.21589, 7.22734], [-5.76680, -4.70034, 8.01440], [0.63075, 5.86696, 4.95756], [11.15500, -3.29838, -6.18308], [1.82032, 5.06875, -0.59190], [-0.78069, 7.55596, 3.89657], [0.29222, -1.86701, -5.98559], [1.73049, 5.06529, 6.64145], [-1.63431, -3.95524, -1.65791], [-7.28255, -3.65338, 11.37444], [-1.65674, 7.38559, 4.61312], [-0.24455, 2.11236, -2.97185], [13.23867, -3.80974, -3.14050], [-7.30249, -3.35702, 7.65482], [5.73224, 4.00506, 8.19855], [-1.78180, -4.12899, -7.41282], [-2.79744, -2.79193, -1.23934], [0.63448, 3.61258, -1.33939], [14.30615, -6.15966, -1.78362], [1.26843, 5.31959, 4.31900], [14.66692, -2.63413, -9.59629], [-7.24451, -2.71749, 5.18274], [-5.55129, 1.45010, -1.27720], [-4.11555, -3.56265, -3.41948], [-3.02011, -3.27130, -3.21521], [-2.46952, -0.26429, -0.71941], [11.88089, -4.74834, -7.47771], [-1.70500, -7.78576, -1.04948], [0.53007, 1.27366, -2.02788], [6.27511, 3.96774, 6.54258], [-6.66856, -5.18758, 9.92485], [0.60435, 5.69169, -1.69736], [-6.06175, -3.17520, 9.73005], [-2.19702, -4.00413, -4.30862], [0.78531, -0.88861, -3.45868], [0.12898, -0.38694, -4.58695], [-5.84992, -4.54381, 9.53754], [-5.82490, -2.81240, 11.81292], [10.63155, -4.82897, -5.88219], [3.73032, 6.36760, 5.24926], [-0.08774, 0.74635, -1.36574], [10.96527, -4.78769, -8.05184], [12.12131, -5.84827, -7.32412], [-2.46903, -4.48193, -6.64177], [-4.95466, -4.08344, 7.73956], [1.96050, 0.88448, -3.44024], [-4.49913, 5.46183, 0.30480], [-6.68838, 2.14734, -3.36708], [-3.86872, 3.81971, -5.10590], [2.31540, 7.75992, 5.69051], [-7.99231, -0.39251, 4.89229], [-5.62330, -5.74593, 7.73320], [-5.20086, 4.84250, -4.68598], [4.38698, 4.87641, 6.88926]], "total_energy_ev": -92063.9877, "lumo_ev": -8.4, "orbital_gap_ev": 0.518, "molar_mass_da": 901.66, "charge": 4, "de_lowest_kj_mol": 1368.6}